The following is a quantum chemistry calculation of an isolated molecule of C19H23N3O2, from the OMol25 dataset.

```
! RIJCOSX wB97M-V def2-TZVPD def2/J DEFGRID3
* xyz 0 1
O 3.457 1.280 -0.357
C 3.016 -0.007 0.046
C 1.482 0.053 -0.011
N 1.048 0.325 -1.367
C -0.377 0.562 -1.481
C -0.884 1.768 -0.747
C -0.203 2.976 -0.522
N -0.943 3.829 0.161
N -2.093 3.211 0.390
C -2.120 1.954 -0.132
C -3.260 1.094 0.003
C -4.433 1.289 0.681
C -5.207 0.110 0.489
C -6.465 -0.325 0.904
C -6.885 -1.574 0.504
C -6.083 -2.392 -0.296
C -4.833 -1.985 -0.720
C -4.411 -0.729 -0.317
O -3.235 -0.125 -0.606
C 3.536 -1.097 -0.904
C 5.048 -1.283 -0.799
C 5.451 -1.606 0.636
C 4.982 -0.504 1.582
C 3.470 -0.313 1.484
H 4.420 1.275 -0.362
H 1.060 -0.908 0.297
H 1.146 0.823 0.703
H 1.563 1.134 -1.704
H -0.607 0.668 -2.548
H -0.898 -0.329 -1.117
H 0.790 3.247 -0.820
H -2.826 3.678 0.898
H -4.715 2.152 1.249
H -7.087 0.304 1.522
H -7.855 -1.935 0.812
H -6.450 -3.364 -0.587
H -4.208 -2.610 -1.337
H 3.251 -0.831 -1.922
H 3.039 -2.034 -0.651
H 5.564 -0.377 -1.131
H 5.358 -2.092 -1.464
H 6.535 -1.719 0.705
H 4.995 -2.552 0.934
H 5.493 0.432 1.339
H 5.246 -0.758 2.611
H 2.968 -1.222 1.820
H 3.156 0.507 2.132
*
```

Calculated values
SMILES: OC1(CNCc2cn[nH]c2-c2cc3ccccc3o2)CCCCC1
Energy above the lowest of the compared OMol25 structures with the same formula, charge and spin: 47.7 kcal per mole

=====

The following is a quantum chemistry calculation of C19H23N3O8S2 as an isolated structure, from the OMol25 dataset.

```
! RIJCOSX wB97M-V def2-TZVPD def2/J DEFGRID3
* xyz 0 1
N 1.056 4.464 1.406
C 0.561 4.464 0.165
C 1.319 4.193 -0.948
C 2.696 4.046 -0.811
C 3.249 4.193 0.445
C 2.375 4.404 1.516
H -0.513 4.598 0.081
H 0.965 4.129 -1.969
H 3.345 3.920 -1.668
H 4.297 4.165 0.712
H 2.806 4.434 2.513
N 0.132 1.219 -6.266
C 1.218 0.977 -6.992
C 2.475 0.759 -6.445
C 2.593 0.745 -5.059
C 1.471 0.981 -4.288
C 0.268 1.213 -4.937
H 1.100 0.989 -8.071
H 3.339 0.561 -7.064
H 3.568 0.541 -4.635
H 1.525 1.024 -3.209
H -0.651 1.442 -4.409
N -2.806 -1.513 1.386
C -3.641 -0.798 2.137
C -4.847 -0.299 1.675
C -5.185 -0.516 0.344
C -4.318 -1.206 -0.468
C -3.132 -1.660 0.110
H -3.344 -0.620 3.167
H -5.446 0.336 2.312
H -6.126 -0.099 0.003
H -4.553 -1.484 -1.485
H -2.420 -2.191 -0.517
C -1.112 -3.974 3.470
C 0.258 -3.954 2.788
O 1.002 -5.019 3.418
S -0.015 -6.049 4.122
O 0.029 -5.831 5.520
O 0.164 -7.329 3.571
O -1.331 -5.400 3.531
H -1.806 -3.483 2.799
H -0.984 -3.610 4.487
H 0.830 -3.048 3.003
H 0.281 -4.096 1.708
C -0.025 -0.309 1.350
C 0.363 1.108 1.917
O 1.775 1.201 1.684
S 2.129 0.338 0.405
O 3.445 -0.146 0.490
O 1.722 0.998 -0.774
O 1.169 -0.871 0.840
H -0.766 -0.120 0.577
H -0.466 -0.911 2.134
H 0.050 1.226 2.947
H -0.089 1.867 1.281
*
```

=====

The following is a quantum chemistry calculation of an isolated molecule of C19H23N5O3S, from the OMol25 dataset.

```
! RIJCOSX wB97M-V def2-TZVPD def2/J DEFGRID3
* xyz 0 1
C -0.348 -3.533 5.227
C -0.480 -2.688 3.998
C -1.544 -2.884 3.121
C -1.688 -2.093 1.996
C -0.755 -1.105 1.743
S -0.965 -0.047 0.326
O -1.992 0.916 0.594
O 0.324 0.469 -0.067
N -1.587 -1.110 -0.830
C -0.601 -2.003 -1.402
C 0.352 -1.296 -2.371
N -0.375 -0.455 -3.309
C 0.482 0.173 -4.287
C 1.691 1.035 -3.881
O 2.581 1.223 -4.676
N 1.684 1.604 -2.635
N 2.771 2.310 -2.253
C 2.835 2.862 -1.114
C 1.814 2.905 -0.056
C 0.531 3.399 -0.282
C -0.382 3.403 0.757
C 0.014 2.892 1.982
N 1.230 2.422 2.214
C 2.103 2.440 1.226
C -1.390 0.407 -2.734
C -2.333 -0.424 -1.868
C 0.306 -0.885 2.601
C 0.439 -1.680 3.726
H -0.974 -3.126 6.021
H -0.674 -4.552 5.034
H 0.680 -3.548 5.581
H -2.265 -3.662 3.325
H -2.508 -2.229 1.309
H -0.032 -2.441 -0.579
H -1.148 -2.795 -1.920
H 0.886 -2.049 -2.960
H 1.094 -0.741 -1.782
H -0.141 0.803 -4.931
H 0.901 -0.615 -4.923
H 0.970 1.393 -1.937
H 3.783 3.341 -0.903
H 0.264 3.787 -1.257
H -1.385 3.771 0.617
H -0.670 2.852 2.818
H 3.084 2.040 1.456
H -1.946 0.860 -3.558
H -0.994 1.217 -2.099
H -3.062 0.218 -1.374
H -2.846 -1.179 -2.469
H 1.004 -0.092 2.383
H 1.264 -1.512 4.402
*
```

Calculated values
SMILES: Cc1ccc(S(=O)(=O)N2CCN(CC(=O)N/N=C\c3cccnc3)CC2)cc1
Energy above the lowest of the compared OMol25 structures with the same formula, charge and spin: 65.0 kcal per mole

=====

The following is a quantum chemistry calculation of an isolated molecule of C19H23NO5, from the OMol25 dataset.

```
! RIJCOSX wB97M-V def2-TZVPD def2/J DEFGRID3
* xyz 0 1
C -0.585 4.374 0.221
O 0.267 3.311 0.005
C 0.839 2.656 1.175
C -0.306 1.697 1.804
O -0.734 2.053 3.152
C 0.157 0.311 1.940
C 0.799 -0.376 0.677
C -0.325 -0.567 -0.398
C -0.270 0.152 -1.592
C -1.270 -0.040 -2.523
C -2.387 -0.894 -2.376
C -2.399 -1.667 -1.249
C -1.315 -1.528 -0.288
C -1.591 -2.428 0.917
C -0.362 -3.078 1.625
C 0.907 -3.028 0.838
N 1.519 -1.715 0.800
C 2.634 -1.734 -0.283
C 3.058 -0.277 -0.528
C 1.996 0.520 0.276
O 2.729 1.056 1.375
C 2.069 2.033 0.619
O -3.095 -1.079 -3.580
C -2.682 0.199 -4.225
O -1.484 0.731 -3.549
H -0.988 4.777 -0.749
H -1.510 3.999 0.732
H -0.012 4.960 0.827
H 1.280 3.394 1.949
H -1.186 1.745 1.144
H -0.119 1.825 3.922
H 0.831 0.346 2.793
H -0.608 -0.281 2.279
H 0.580 0.868 -1.897
H -3.132 -2.399 -1.123
H -2.264 -3.257 0.632
H -2.023 -1.949 1.774
H -0.126 -2.597 2.617
H -0.557 -4.164 1.758
H 1.525 -3.706 1.243
H 0.763 -3.303 -0.226
H 2.177 -2.124 -1.219
H 3.469 -2.430 -0.016
H 2.985 0.080 -1.607
H 4.020 -0.129 -0.108
H 2.555 2.607 -0.233
H -3.458 0.923 -4.086
H -2.369 0.134 -5.238
*
```

Calculated values
SMILES: CO[C@H]1[C@H](O)C[C@]23c4cc5c(cc4CCCN2CC[C@]32O[C@H]12)OCO5
Energy above the lowest of the compared OMol25 structures with the same formula, charge and spin: 159.9 kcal per mole

=====

| no. | HOMO level (eV) | Kohn-Sham gap (Eh) |
| --- | --- | --- |
| 1 | -7.90 | 0.3105 |
| 2 | -9.72 | 0.3605 |
| 3 | -8.62 | 0.3358 |
| 4 | -7.79 | 0.3139 |